The following is a DFT calculation (ωB97M-V with the def2-TZVPD basis set) of a single C5H5PS molecule at a distorted geometry.

```
12
Properties=species:S:1:pos:R:3:forces:R:3
C -2.229 0.462 -1.431 3.43 -0.87 1.85
C -1.167 0.222 -0.875 -1.07 0.81 -0.33
C 1.117 -0.580 -0.960 -1.63 1.24 0.42
C 0.514 0.838 1.037 -0.55 -3.63 -1.07
C 0.134 0.109 -0.272 2.60 -0.30 -0.63
P -0.021 -2.056 2.218 0.07 -0.56 -0.03
S -0.225 -0.201 2.580 0.24 1.44 -0.73
H -3.151 0.201 -1.772 -2.13 0.03 -0.96
H 0.973 -1.018 -1.936 -0.70 -0.13 -0.05
H 1.571 0.772 1.161 0.82 -0.39 0.19
H 0.321 1.847 0.978 -1.31 2.25 0.41
H 2.163 -0.596 -0.729 0.24 0.10 0.93
```
Positions in Å, forces in eV/Å.

Values from the calculation:
energy relative to the best compared isomer or geometry (same formula, charge and spin): 273.85 kJ/mol
HOMO energy: -7.7 eV

=====

The following is a DFT calculation (ωB97M-V with the def2-TZVPD basis set) of a 2-piece molecular cluster, C3H2Br2O overall at a distorted geometry.

```
8
Properties=species:S:1:pos:R:3:forces:R:3
C -0.474 -0.999 1.523 0.20 -1.08 1.23
C -0.667 -0.022 0.631 0.17 0.77 -1.32
C 0.259 0.721 -0.170 2.51 -1.34 0.09
O -0.419 -1.828 2.339 0.07 1.31 -1.36
Br 1.958 -0.500 -3.187 -0.21 0.08 0.46
Br -0.376 2.026 -1.368 0.30 -0.58 0.72
H -1.719 0.115 0.388 -0.01 -0.01 0.29
H 1.437 0.486 -0.156 -3.02 0.86 -0.10
```
Positions in Å, forces in eV/Å.

Values from the calculation:
energy relative to the best compared isomer or geometry (same formula, charge and spin): 261.14 kJ/mol
HOMO energy (alpha / beta): -9.9 / -7.5 eV

=====

The following is a DFT calculation (ωB97M-V with the def2-TZVPD basis set) of C5H13N as an isolated structure at a distorted geometry.

```
19
Properties=species:S:1:pos:R:3:forces:R:3
C -0.211 -2.527 -1.602 -0.79 0.13 1.19
N -0.500 -1.169 -1.175 0.02 0.53 0.33
C 0.654 1.603 -0.072 0.46 1.65 0.12
C -0.145 1.509 1.063 -1.23 0.97 0.39
C 1.455 0.503 0.754 0.96 -0.89 -0.16
C -1.283 0.594 1.152 0.47 -0.31 -0.55
H -1.081 -3.098 -1.939 -0.25 -0.09 -0.08
H 0.508 -2.603 -2.376 1.02 -0.05 -1.19
H 0.202 -3.113 -0.771 0.07 -0.02 0.13
H -1.280 -0.840 -1.746 0.08 0.01 0.00
H 1.190 2.543 -0.253 0.08 -0.47 0.37
H 0.326 1.115 -0.952 -0.45 -0.96 -0.95
H 0.033 2.228 1.872 0.20 -0.42 -0.14
H 1.064 -0.440 0.416 -0.31 -0.51 -0.31
H 2.473 0.621 0.396 0.18 0.26 -0.12
H 1.571 0.491 1.835 -0.29 0.38 0.28
H -1.347 0.180 2.129 -0.35 -0.18 1.06
H -2.206 1.143 0.926 0.20 0.01 -0.09
H -1.150 -0.242 0.404 -0.07 -0.02 -0.29
```
Positions in Å, forces in eV/Å.

Values from the calculation:
energy relative to the best compared isomer or geometry (same formula, charge and spin): 590.56 kJ/mol
HOMO energy: -5.3 eV

=====

The following is a DFT calculation (ωB97M-V with the def2-TZVPD basis set) of a 7-piece molecular cluster, H14O7 overall at a distorted geometry.

```
21
Properties=species:S:1:pos:R:3:forces:R:3
O 0.086 -0.324 0.099 0.45 1.35 1.52
H 0.430 0.112 -0.736 -0.57 -0.08 0.38
H 0.187 0.391 0.856 -0.10 -1.13 -1.83
O 2.712 -1.049 -2.119 2.19 1.99 -0.15
H 3.439 -0.354 -2.392 -2.05 -2.22 1.15
H 2.731 -1.173 -1.109 0.12 0.04 -1.22
O 2.265 -1.861 0.419 -2.04 -1.75 -0.59
H 1.320 -1.480 0.360 1.29 0.14 0.27
H 2.043 -2.827 0.228 0.87 1.69 0.39
O -2.560 -0.671 0.474 0.07 -1.68 0.49
H -1.584 -0.507 0.335 -0.44 -0.36 -0.08
H -2.635 -1.477 1.049 0.27 1.13 -0.94
O 0.746 0.689 -2.268 -1.99 -1.04 -2.54
H -0.130 0.640 -2.873 3.34 -0.07 2.07
H 1.415 -0.064 -2.524 -1.39 1.19 0.48
O -2.835 1.490 1.675 -2.63 0.10 2.43
H -3.532 1.547 2.438 2.10 0.09 -2.10
H -3.052 0.610 1.249 0.61 0.61 0.06
O -0.100 1.841 1.712 1.75 0.78 -0.26
H -1.044 1.747 1.805 -1.41 0.27 0.05
H 0.102 2.720 1.321 -0.45 -1.05 0.40
```
Positions in Å, forces in eV/Å.

Values from the calculation:
energy relative to the best compared isomer or geometry (same formula, charge and spin): 125.37 kJ/mol
HOMO energy: -11.0 eV

=====

The following is a DFT calculation (ωB97M-V with the def2-TZVPD basis set) of C21H28N3SiTi as an isolated structure at a distorted geometry.

```
54
Properties=species:S:1:pos:R:3:forces:R:3
Ti 0.038 0.072 0.327 -0.02 -0.73 1.96
C 0.344 -3.805 -1.617 0.03 0.03 0.05
C 1.039 -2.962 -0.582 0.07 0.01 -0.15
C 2.411 -2.801 -0.609 -0.07 0.00 0.00
C 3.070 -2.083 0.395 -0.06 0.06 0.02
C 2.358 -1.546 1.448 0.12 -0.04 0.03
C 0.967 -1.712 1.516 0.19 -0.84 0.37
C 0.308 -2.385 0.475 0.02 -0.26 0.43
H 0.262 -4.836 -1.268 -0.03 0.00 -0.01
H 0.905 -3.817 -2.551 -0.03 -0.02 -0.02
H -0.668 -3.450 -1.816 0.00 0.02 0.00
H 2.982 -3.257 -1.409 0.01 0.02 0.00
H 4.146 -1.971 0.359 0.00 -0.02 0.01
H 2.878 -1.045 2.253 -0.02 0.04 -0.01
H 0.454 -1.505 2.447 -0.02 0.10 -0.05
H -0.733 -2.673 0.590 -0.02 0.08 -0.01
N -1.058 -0.310 -1.814 0.29 0.37 0.00
C -1.469 1.060 -1.635 -0.10 0.19 -0.16
C -2.279 1.741 -2.519 -0.10 -0.04 -0.05
C -2.536 3.081 -2.266 0.06 -0.03 0.05
C -1.940 3.680 -1.164 -0.05 0.02 -0.02
C -1.146 2.919 -0.331 -0.10 0.00 0.02
N -0.932 1.611 -0.542 -0.94 1.38 -0.97
C 0.324 -0.356 -2.211 0.14 0.18 -0.34
C 0.747 -0.772 -3.455 -0.01 -0.06 -0.07
C 2.096 -0.657 -3.761 -0.07 0.03 0.09
C 2.955 -0.103 -2.820 0.04 -0.03 -0.11
C 2.461 0.249 -1.583 -0.06 0.00 0.05
N 1.163 0.094 -1.260 1.29 -0.17 -2.21
H -1.651 -0.784 -2.483 -0.01 -0.17 0.14
H -2.695 1.242 -3.385 0.03 -0.01 0.00
H -3.169 3.650 -2.932 -0.01 0.00 0.00
H -2.093 4.727 -0.948 0.00 0.00 0.01
H -0.678 3.346 0.544 0.05 -0.03 0.00
H 0.035 -1.157 -4.173 0.00 0.02 -0.01
H 2.460 -0.966 -4.731 0.01 0.00 0.00
H 4.002 0.036 -3.045 0.01 0.02 0.05
H 3.091 0.654 -0.804 0.02 -0.02 0.00
C -0.719 0.205 4.484 0.00 0.08 -0.13
Si -0.954 1.120 2.857 0.10 -0.12 0.17
C -1.971 2.664 3.192 0.12 -0.07 -0.08
C -2.115 -0.016 1.775 0.26 0.41 0.18
C 0.655 1.297 1.913 -0.08 0.43 0.44
H -1.612 0.313 5.104 -0.01 -0.06 0.01
H 0.124 0.615 5.043 -0.01 0.03 0.00
H -0.537 -0.864 4.353 0.00 0.00 0.00
H -2.917 2.380 3.659 0.00 0.00 0.00
H -2.209 3.228 2.288 -0.01 0.00 0.01
H -1.451 3.333 3.879 0.02 0.00 -0.01
H -2.599 -0.771 2.394 0.06 -0.06 -0.01
H -1.597 -0.582 0.985 -1.01 -0.72 0.21
H -2.892 0.570 1.283 0.01 -0.02 -0.04
H 1.481 0.973 2.550 -0.05 -0.01 0.09
H 0.867 2.325 1.602 -0.04 0.04 0.07
```
Positions in Å, forces in eV/Å.

Values from the calculation:
energy relative to the best compared isomer or geometry (same formula, charge and spin): 121.33 kJ/mol
HOMO energy (alpha / beta): -9.2 / -11.0 eV
net charge: +1
2S+1: 3

=====

The following is a DFT calculation (ωB97M-V with the def2-TZVPD basis set) of an isolated ion of composition CHClNO2S and charge +1 at a distorted geometry.

```
7
Properties=species:S:1:pos:R:3:forces:R:3
O 1.460 -0.304 -1.185 0.00 0.26 0.85
S 1.262 0.284 0.091 -1.72 -0.75 -2.08
O 2.211 0.923 0.866 0.62 0.54 1.20
N -0.288 0.563 0.450 4.43 2.64 1.34
C -1.245 -0.143 0.136 -3.20 -1.34 -1.80
Cl -1.190 -1.699 -0.384 -0.24 -1.01 -0.01
H -2.209 0.377 0.027 0.10 -0.33 0.50
```
Positions in Å, forces in eV/Å.

Values from the calculation:
energy relative to the best compared isomer or geometry (same formula, charge and spin): 154.34 kJ/mol
HOMO energy: -17.9 eV
net charge: +1

=====

Question: energy relative to the best compared isomer or geometry (same formula, charge and spin) of number 6 (CHClNO2S)?
Answer: 154.34 kJ/mol